# 1
{"formula": "C8H15N2OPb", "method": "ωB97M-V/def2-TZVPD", "symbols": ["Pb", "O", "H", "C", "C", "C", "C", "N", "H", "H", "H", "H", "H", "H", "H", "C", "C", "C", "C", "N", "H", "H", "H", "H", "H", "H", "H"], "xyz": [[1.02994, 3.01429, -3.00361], [-0.53774, 1.74009, -1.54936], [-1.08882, 1.00320, -1.22100], [3.19236, 0.63254, 0.36947], [1.95858, 0.93918, 1.25428], [1.62484, 2.42810, 1.59152], [1.71773, 3.26697, 0.44022], [1.75032, 3.84387, -0.54767], [4.06709, 0.27095, 0.91003], [3.58857, 1.49789, -0.16183], [3.11705, -0.18288, -0.34994], [2.02108, 0.36587, 2.17921], [1.08897, 0.62095, 0.67929], [2.34564, 2.76473, 2.33664], [0.64619, 2.52668, 2.06124], [-1.40495, -0.90646, -0.07204], [-2.74608, -1.45559, -0.55510], [-2.95319, -2.98861, -0.40869], [-1.89663, -3.86379, -1.06531], [-1.10097, -4.50949, -1.57630], [-1.45788, 0.14503, 0.21023], [-0.56012, -0.94542, -0.75968], [-1.04066, -1.46244, 0.79184], [-2.98510, -1.14195, -1.57126], [-3.52327, -1.05515, 0.09583], [-3.96985, -3.24168, -0.70945], [-2.88308, -3.30691, 0.63144]], "forces_ev_per_angstrom": [[-2.27, -1.80, 3.17], [2.06, 1.90, -1.49], [0.56, 0.41, -0.92], [0.97, 0.20, 0.34], [-0.38, -0.29, -1.18], [1.12, -0.85, 1.16], [-0.35, -0.21, -0.21], [-0.05, 0.14, -1.47], [-0.09, 0.29, 0.65], [-0.25, 0.20, -0.17], [-0.91, 0.14, -0.11], [-0.21, 0.19, -0.03], [-0.10, -0.37, 0.23], [0.09, 0.33, 0.00], [-0.09, -0.06, -0.23], [0.49, -0.26, 0.11], [-0.08, -0.55, 0.33], [1.38, -0.50, -0.18], [-1.60, 1.26, 0.17], [0.32, -0.15, -0.06], [-0.37, -0.03, 0.37], [-0.25, -0.38, -0.50], [-0.19, 0.08, 0.26], [0.09, -0.03, -0.02], [-0.06, 0.24, -0.10], [0.25, -0.24, -0.39], [-0.08, 0.36, 0.25]], "nbo_charge": [1.69, -1.26, 0.50, -0.64, -0.38, -0.55, 0.51, -0.55, 0.23, 0.20, 0.23, 0.24, 0.22, 0.27, 0.28, -0.63, -0.39, -0.49, 0.28, -0.33, 0.20, 0.22, 0.22, 0.21, 0.22, 0.26, 0.24], "relative_energy_kj_mol": 172.1, "total_charge": 1, "spin_multiplicity": 1}



# 2
{"formula": "C8H15N2S", "method": "ωB97M-V/def2-TZVPD", "symbols": ["C", "C", "C", "C", "C", "C", "C", "C", "N", "N", "S", "H", "H", "H", "H", "H", "H", "H", "H", "H", "H", "H", "H", "H", "H", "H"], "xyz": [[-3.06941, 0.23647, -2.09871], [-1.95487, 0.91332, -1.67830], [-2.94748, -1.19886, -2.04079], [-0.84665, 0.04728, -1.37846], [-1.30307, 0.45077, 2.11558], [2.65208, 0.26366, -0.34431], [1.37454, -1.89495, -0.50793], [0.46783, 0.32245, -1.08062], [0.14328, 0.81927, 1.77074], [1.50356, -0.44839, -0.78154], [-1.41101, -1.64687, -1.52863], [-4.03179, 0.75510, -2.46944], [-1.74808, 1.99742, -1.58294], [-3.61613, -1.95212, -2.34280], [-1.79367, -0.34723, 1.50728], [-1.43137, 0.15120, 3.19529], [-2.06402, 1.21873, 1.98323], [3.58848, -0.34009, -0.69610], [2.90616, 1.14854, -0.93659], [2.72275, 0.38145, 0.79257], [2.22863, -2.26011, -0.04667], [0.30370, -2.08120, 0.02585], [1.31264, -2.64577, -1.41176], [0.60286, 1.33438, -1.24975], [0.09583, 1.65440, 1.20528], [0.64101, 1.14801, 2.58850]], "forces_ev_per_angstrom": [[-2.67, -0.89, -0.64], [2.84, -0.02, 0.36], [1.57, 3.05, 0.24], [-2.71, -2.52, -0.36], [-0.27, -0.48, 0.90], [4.50, -1.28, 0.35], [-3.98, -0.92, -1.51], [0.27, -1.64, -0.07], [-1.82, -0.34, -0.04], [-2.26, 0.23, -0.56], [-0.28, 0.95, -0.25], [1.78, -1.01, 0.79], [-0.74, -0.71, -0.33], [-0.93, -0.56, -0.24], [1.26, 0.05, 0.20], [0.54, 0.16, -1.15], [0.51, 0.81, 0.03], [-1.53, 0.56, 1.06], [-1.00, 0.32, 0.48], [-0.36, 0.02, -1.70], [1.30, -0.25, 1.65], [3.04, 0.39, -0.51], [-0.01, 2.13, 0.89], [1.23, 2.05, 0.27], [-0.05, 0.19, -0.21], [-0.22, -0.28, 0.35]], "nbo_charge": [-0.25, -0.14, -0.32, -0.31, -0.44, -0.44, -0.44, 0.22, -0.86, -0.30, 0.54, 0.27, 0.25, 0.26, 0.19, 0.22, 0.19, 0.23, 0.24, 0.25, 0.24, 0.23, 0.24, 0.22, 0.35, 0.38], "relative_energy_kj_mol": 211.1, "total_charge": 1, "spin_multiplicity": 1}



# 3
{"formula": "C8H15N3", "method": "ωB97M-V/def2-TZVPD", "symbols": ["C", "C", "C", "C", "C", "N", "H", "H", "H", "H", "H", "H", "H", "H", "H", "H", "H", "C", "C", "N", "C", "N", "H", "H", "H", "H"], "xyz": [[-0.55392, 1.16619, -3.95752], [-0.32295, 0.25761, -2.75415], [-1.50911, 0.24304, -1.79099], [-1.28549, -0.65735, -0.59667], [-1.87264, -0.33030, 0.71411], [-0.43796, -0.22177, 0.49425], [0.31201, 1.15384, -4.62994], [-1.42955, 0.84401, -4.52803], [-0.72815, 2.19794, -3.64558], [-0.13826, -0.75753, -3.09842], [0.58220, 0.55293, -2.21105], [-1.70998, 1.25944, -1.44355], [-2.41806, -0.07336, -2.32332], [-1.15484, -1.70557, -0.84527], [-2.18121, -1.12395, 1.40016], [-2.46760, 0.59440, 0.79654], [-0.15284, 0.74977, 0.38638], [2.16717, 0.74130, 2.94603], [2.75048, -0.26939, 3.67374], [1.98572, -1.38229, 3.40624], [1.01170, -1.00036, 2.53777], [1.10270, 0.27643, 2.23898], [2.47802, 1.79330, 2.88347], [3.58114, -0.29462, 4.40631], [2.12543, -2.31754, 3.78331], [0.26598, -1.69619, 2.15722]], "forces_ev_per_angstrom": [[0.16, -0.06, -0.04], [-0.08, 0.09, 0.09], [-0.11, -0.16, -0.01], [-0.33, 0.12, -0.64], [-0.68, 0.33, 0.39], [-0.55, -0.04, -1.15], [-0.18, 0.05, 0.09], [0.06, 0.00, 0.03], [0.03, 0.00, 0.00], [0.03, -0.21, -0.07], [-0.09, 0.07, -0.05], [0.02, 0.10, 0.10], [0.15, 0.00, 0.02], [-0.01, -0.08, -0.03], [0.07, 0.22, -0.17], [0.32, -0.50, -0.07], [-0.02, -0.31, 0.13], [0.86, 0.35, 0.52], [0.52, 0.24, 0.69], [0.05, -0.19, 0.15], [-0.10, -0.19, 0.02], [0.50, -0.12, 0.87], [-0.18, -0.69, 0.10], [-0.72, 0.05, -0.82], [-0.10, 0.60, -0.25], [0.38, 0.34, 0.11]], "nbo_charge": [-0.60, -0.39, -0.41, -0.08, -0.26, -0.59, 0.21, 0.20, 0.20, 0.19, 0.20, 0.19, 0.20, 0.19, 0.19, 0.19, 0.37, -0.09, -0.13, -0.53, 0.18, -0.47, 0.20, 0.22, 0.42, 0.21], "smiles": "CCC[C@@H]1CN1.c1c[nH]cn1", "relative_energy_kj_mol": 186.3, "total_charge": 0, "spin_multiplicity": 1}



# 4
{"formula": "C8H15N3", "method": "ωB97M-V/def2-TZVPD", "symbols": ["C", "C", "C", "C", "C", "N", "C", "N", "C", "C", "N", "H", "H", "H", "H", "H", "H", "H", "H", "H", "H", "H", "H", "H", "H", "H"], "xyz": [[3.22466, -1.84110, -1.20648], [2.35397, -1.77924, -0.14383], [1.36300, -0.62425, 0.12243], [0.13954, -0.82562, 0.61616], [-1.00859, 0.17182, 0.60132], [-2.12128, -0.29386, 0.52596], [-3.31961, 0.54026, 0.37199], [-4.46001, -0.28162, -0.18346], [1.99493, 0.72590, -0.09695], [1.91599, 1.44522, -1.21865], [2.60276, 1.22850, 1.15933], [3.72223, -2.80270, -1.36605], [3.29942, -1.15623, -1.98358], [2.41305, -2.59453, 0.51045], [-0.21965, -1.88800, 0.79105], [-0.66943, 1.27932, 0.82241], [-3.67236, 1.00429, 1.36394], [-2.95881, 1.43265, -0.14932], [-4.12930, -1.27240, -0.12730], [-4.70366, -0.03148, -1.14551], [-5.35844, -0.23605, 0.37016], [2.31023, 2.48464, -1.23558], [1.26527, 1.38984, -2.06500], [2.87237, 0.43120, 1.80977], [2.08380, 2.04475, 1.63586], [3.47567, 1.78894, 1.07781]], "forces_ev_per_angstrom": [[-1.97, -1.63, 2.62], [0.88, 1.92, -2.21], [1.98, -0.83, 0.11], [-1.47, -0.91, -0.56], [6.03, 2.09, 1.84], [-5.55, -1.45, -0.94], [1.28, 1.60, 2.81], [-0.16, -0.39, 0.51], [-1.84, -0.31, -1.40], [0.50, 2.39, 1.83], [1.39, 1.72, 1.40], [0.16, 0.51, 0.23], [0.11, 1.42, -1.10], [-0.53, -1.05, 1.04], [0.59, 1.39, -0.21], [-1.09, -1.61, -0.89], [0.43, -1.18, -1.19], [-1.22, -0.28, -1.00], [-0.26, 0.61, -0.33], [0.16, -0.21, -0.06], [1.20, 0.20, -0.45], [0.32, -0.79, 0.24], [-0.14, -1.41, -0.37], [-0.81, 1.17, -0.63], [-0.16, -2.14, -0.43], [0.15, -0.83, -0.86]], "nbo_charge": [-0.29, -0.26, -0.06, -0.20, 0.15, -0.44, -0.11, -0.69, 0.09, -0.33, -0.73, 0.24, 0.20, 0.23, 0.26, 0.16, 0.25, 0.24, 0.47, 0.46, 0.47, 0.23, 0.26, 0.48, 0.47, 0.46], "smiles": "C=C/C(=C/C=N/C[NH3+])C(=C)[NH3+]", "relative_energy_kj_mol": 165.9, "total_charge": 2, "spin_multiplicity": 1}



Number 1: HOMO-LUMO gap 7.3 eV, electronic energy -18805.4920 eV, LUMO energy -6.2 eV. Number 2: HOMO-LUMO gap 8.2 eV, electronic energy -22346.0527 eV, LUMO energy -4.8 eV. Number 3: HOMO-LUMO gap 9.3 eV, electronic energy -13007.9807 eV, LUMO energy 1.0 eV. Number 4: HOMO-LUMO gap 9.0 eV, electronic energy -12989.8873 eV, LUMO energy -6.5 eV.